[1]
Computed, not measured: the molecule C27H29N3O5S at a distorted geometry, with the ωB97M-V functional and the def2-TZVPD basis.

The geometry in XYZ format:
```
65
Properties=species:S:1:pos:R:3:forces:R:3
S -2.8803 -1.6886 -1.2463 -0.27 0.28 -0.02
O -1.6726 4.0508 -0.6716 0.23 -0.51 -0.05
O -4.1161 -1.9698 -1.9149 -0.08 0.27 0.15
O 1.5495 0.7305 -1.6856 -0.09 -0.13 -0.14
O -1.7142 -2.4288 -1.6125 0.24 0.19 0.12
O 3.1619 0.4238 2.5999 -0.11 -0.19 0.38
N 0.3124 2.3005 -0.6105 -0.30 0.36 0.12
N -3.1394 -1.8945 0.3996 0.10 -0.24 -1.08
N 4.0098 0.6088 0.4908 0.05 -0.09 -0.31
C 1.4834 1.6972 -0.9671 0.31 0.40 0.07
C 3.8048 -2.8882 -2.6166 0.01 -0.07 -0.14
C -3.3236 2.3164 -1.1592 0.05 0.13 0.06
C -2.5338 0.0649 -1.3077 -0.15 -0.60 -0.05
C -4.4282 -1.4506 0.8850 -0.64 0.07 0.20
C 2.4369 -3.0469 -2.4788 -0.01 -0.06 -0.08
C -4.7807 -2.1481 2.1928 0.14 0.13 -0.23
C 1.7744 -2.4651 -1.4103 0.01 -0.01 0.10
C -1.9831 -1.6418 1.1714 0.69 -0.08 0.53
C 2.6401 2.3478 1.1785 0.03 -0.03 0.08
C 2.4868 -1.7251 -0.4846 0.15 -0.11 0.02
C -1.2345 0.4771 -1.0802 0.17 0.16 -0.12
C -2.6774 5.0393 -0.6859 -0.17 0.23 0.02
C 3.8590 -1.5523 -0.6202 0.07 -0.03 -0.03
C 2.7169 2.3694 -0.3516 0.13 -0.19 -0.09
C -0.9693 1.8237 -0.8909 -0.34 -0.01 -0.12
C 4.6054 -0.7022 0.3802 0.06 -0.15 0.17
C -0.6113 -0.2402 2.5602 0.02 0.07 0.07
C -0.9958 -2.6200 1.2025 -0.01 0.06 0.12
C 4.5133 -2.1369 -1.6943 0.00 0.05 0.12
C -1.7850 -0.4473 1.8572 -0.19 -0.09 -0.05
C 3.2772 1.0075 1.5442 -0.11 0.44 0.15
C 3.9500 1.5050 -0.6414 0.10 0.21 -0.32
C -2.0301 2.7538 -0.9123 0.17 -0.17 -0.01
C -3.5767 0.9650 -1.3510 -0.10 -0.04 -0.08
C 0.3733 -1.2126 2.5879 0.07 -0.01 0.05
C 0.1741 -2.4038 1.9076 -0.02 -0.05 0.04
H 0.7052 -2.5821 -1.3113 -0.11 -0.01 0.03
H 4.5506 -1.1472 1.3788 0.11 0.08 -0.11
H -3.1639 5.0999 -1.6633 0.02 -0.02 0.03
H 1.2940 -1.0305 3.1206 0.07 0.01 0.04
H -0.4623 0.6905 3.0885 0.02 0.08 0.06
H -4.7505 -3.2254 2.0571 -0.02 -0.12 0.01
H 5.6572 -0.6011 0.0913 -0.07 -0.07 0.06
H 0.9357 -3.1689 1.9243 0.07 -0.07 -0.02
H 4.3233 -3.3412 -3.4496 0.02 -0.03 -0.07
H -2.5420 0.3235 1.8393 -0.09 0.07 -0.04
H 4.8650 2.1075 -0.7011 -0.09 0.00 -0.05
H -5.7795 -1.8580 2.5080 -0.07 0.03 0.06
H -4.4650 -0.3589 1.0169 -0.01 -0.08 -0.06
H -1.1577 -3.5355 0.6576 -0.02 -0.12 -0.03
H 3.2341 3.1504 1.6210 -0.01 -0.02 0.04
H 1.6298 2.4034 1.5800 0.05 -0.01 0.05
H -5.1394 -1.7250 0.1044 -0.06 0.13 0.19
H -4.0711 -1.8778 2.9714 0.00 -0.01 0.13
H 3.8248 0.9376 -1.5673 0.03 0.09 0.09
H 1.9772 -1.2700 0.3522 -0.06 0.07 0.04
H -0.4413 -0.2505 -1.0693 0.14 -0.01 0.06
H 1.8818 -3.6210 -3.2053 -0.05 -0.06 -0.08
H -4.5752 0.6081 -1.5443 -0.16 0.03 -0.01
H -2.1666 5.9784 -0.4790 -0.09 -0.04 -0.02
H -4.1431 3.0157 -1.1982 -0.05 0.09 0.00
H 2.8123 3.3794 -0.7568 -0.01 -0.04 0.00
H 0.3374 3.2275 -0.2085 0.13 -0.15 -0.01
H 5.5808 -2.0051 -1.8100 0.10 0.03 -0.01
H -3.4289 4.8576 0.0879 0.03 -0.01 -0.04
```
Forces are in eV/Å.

Computed properties:
E_LUMO, eV: 0.3
SMILES: CCN(c1ccccc1)S(=O)(=O)c1ccc(OC)c(NC(=O)[C@H]2CC(=O)N(Cc3ccccc3)C2)c1
Kohn-Sham gap, eV: 8.9
ΔE to the lowest compared entry with this formula, charge and spin, eV: 0.655
Total charge: 0

Here are the natural (NBO) charges for atoms 1 to 4, given in e: S 2.340; O -0.510; O -0.937; O -0.581

[2]
Computed, not measured: C31H58N8O2PPd as an isolated structure, with the ωB97M-V functional and the def2-TZVPD basis.

The geometry in XYZ format:
```
101
Properties=species:S:1:pos:R:3:forces:R:3
Pd 0.1700 -0.4262 0.4214 -0.13 0.38 0.44
P -0.5119 2.3579 2.2466 -0.08 -0.09 -0.06
O 0.5890 1.4012 -0.4774 0.20 -0.45 -0.03
O 2.4283 2.3594 -1.2579 -0.13 -0.08 0.03
N 1.0591 2.8793 2.3939 -0.05 0.05 -0.04
N 0.4408 0.2437 -7.8966 0.02 0.02 -0.04
N -0.9834 2.5088 3.8581 -0.03 0.06 0.02
N 0.6451 -0.4088 -2.5812 0.04 -0.02 0.00
N -0.7752 0.8363 1.8334 0.06 0.16 0.05
N 0.8132 1.8865 -6.3104 -0.01 -0.01 0.02
N -1.3490 3.4362 1.3830 -0.03 -0.12 0.01
N -1.1480 1.8659 -7.5285 0.02 0.02 -0.02
C 1.4840 1.6073 -1.4087 0.21 0.19 0.04
C -0.8666 3.9353 0.0638 -0.02 0.08 -0.08
C 3.8243 3.7578 3.0074 -0.01 0.01 0.02
C 3.5563 -1.4356 3.1056 -0.03 0.01 0.02
C -2.1889 3.6495 5.6407 0.00 0.01 0.00
C -1.0685 1.3170 4.7187 0.02 0.00 0.01
C 3.9391 -3.4339 1.6342 0.01 0.01 0.00
C 2.5390 0.9041 -3.5754 0.03 0.01 0.02
C 3.2944 -2.0404 1.7305 0.00 0.01 -0.01
C -1.6542 2.7171 6.7365 0.01 0.01 0.01
C 2.4887 0.4451 -5.0363 0.05 0.00 -0.02
C -3.2352 4.9941 1.6206 0.00 0.01 0.00
C -1.1679 3.8021 4.5175 0.00 0.01 -0.02
C -1.8323 4.9945 -0.4672 0.01 0.02 0.04
C 1.8306 -2.1670 1.3778 0.02 -0.05 -0.04
C -0.5331 -2.3272 2.0082 0.06 -0.04 -0.04
C 3.2175 2.4248 3.4863 0.06 -0.01 -0.03
C -0.9121 -2.6082 0.6885 0.02 -0.10 -0.05
C 1.4574 -2.4873 0.0584 0.03 -0.11 0.00
C 1.4224 4.2926 2.5734 -0.03 0.02 0.02
C 0.8020 -2.0918 2.3407 0.01 -0.04 -0.09
C -2.3438 -2.8625 0.3189 -0.01 0.01 0.01
C 2.2220 1.5366 -6.0750 0.03 0.01 -0.03
C 0.0484 1.3396 -7.2530 -0.03 -0.01 0.01
C -2.3828 5.8497 0.6674 -0.03 0.01 -0.01
C 0.1197 -2.6970 -0.2790 0.00 -0.12 -0.05
C -2.8209 3.5244 1.5610 0.04 0.02 0.01
C -0.7014 1.6613 6.1515 -0.01 0.00 0.00
C 2.8506 4.5006 2.0864 -0.01 0.01 0.00
C 1.2357 0.9219 -2.7733 -0.03 -0.02 0.05
C 2.1699 1.9203 2.5085 -0.16 -0.03 -0.07
H 3.4512 -4.1305 2.3181 0.01 0.00 0.01
H 0.4603 2.7216 -5.8720 0.00 0.00 0.00
H 1.3667 4.5372 3.6435 0.00 0.01 0.01
H -3.1198 3.2677 5.2148 0.00 0.00 0.00
H -2.6553 4.5217 -1.0075 -0.01 -0.01 0.00
H -1.2923 -2.2814 2.7783 -0.01 0.05 -0.01
H -1.7162 1.4919 -8.2709 -0.01 -0.02 0.02
H 2.5913 1.8093 1.5037 0.01 -0.05 -0.08
H 4.6181 -1.2195 3.2123 0.01 -0.02 0.00
H 3.2217 0.2419 -3.0325 0.01 0.00 -0.01
H 3.2914 -2.1332 3.9028 -0.01 0.00 0.00
H 1.3672 -1.1167 -2.6666 0.00 0.00 -0.03
H -2.4891 2.2357 7.2439 0.00 -0.01 -0.01
H -2.8732 -3.3381 1.1428 0.00 0.00 0.00
H 2.2274 -2.6089 -0.6929 0.00 0.04 -0.01
H -3.1122 2.9894 2.4654 0.01 -0.01 0.00
H 3.4821 0.0614 -5.2791 -0.02 -0.04 -0.01
H 0.6922 4.9175 2.0623 0.02 -0.01 0.02
H -0.0781 -0.1045 -8.6863 0.00 0.00 0.00
H -0.1421 -2.9711 -1.2923 -0.01 0.07 -0.01
H -1.2944 5.6053 -1.1922 0.00 0.00 0.00
H 4.7640 3.5862 2.4849 -0.01 -0.01 -0.02
H 1.3408 -0.1696 -7.7249 -0.01 -0.01 0.02
H -4.2933 5.0575 1.3633 0.01 -0.01 -0.03
H 0.4764 1.5485 -3.2551 0.02 0.01 -0.04
H -2.4127 -3.5090 -0.5539 0.00 0.00 0.00
H 3.0100 -0.5040 3.2705 0.08 -0.12 -0.02
H -0.2082 4.1275 4.9437 0.02 -0.01 0.00
H -1.4613 4.5376 3.7703 0.01 -0.01 0.00
H -2.0985 0.9462 4.6525 0.01 0.00 -0.01
H 3.8817 -3.8462 0.6272 -0.01 0.00 0.00
H 2.6587 1.2595 -7.0362 0.00 0.01 0.00
H -2.4108 4.6383 6.0397 0.00 0.00 0.00
H 4.0561 4.3781 3.8735 0.03 -0.01 0.00
H -1.1239 3.2958 7.4921 -0.01 -0.01 0.01
H 3.9881 1.6597 3.5801 0.01 0.03 0.04
H 3.0647 5.5686 2.0720 0.00 -0.01 0.00
H 2.7269 2.4585 -5.7876 -0.01 0.00 0.02
H 4.9906 -3.3722 1.9113 0.00 0.00 -0.01
H -1.5512 6.3073 1.2108 0.01 -0.02 0.00
H -3.1464 5.3686 2.6416 -0.04 0.01 0.00
H 2.9252 4.1384 1.0583 -0.01 0.03 -0.02
H 0.3322 2.0178 6.1718 0.00 0.00 0.00
H 3.7531 -1.4031 0.9668 -0.01 0.01 0.01
H 2.7671 2.5330 4.4772 -0.03 0.00 -0.03
H -2.9748 6.6713 0.2686 0.00 0.02 0.03
H 1.0618 -1.8938 3.3721 -0.02 0.08 -0.01
H -0.7240 0.7469 6.7433 0.01 0.01 0.01
H -0.7622 3.0998 -0.6289 -0.06 0.11 0.08
H -0.0513 -0.6160 -3.2852 -0.02 0.01 0.01
H 1.7565 0.9526 2.8025 -0.01 0.05 -0.03
H -0.4301 0.5366 4.2991 -0.01 0.00 -0.01
H 0.1246 4.3686 0.2055 -0.01 -0.05 -0.05
H 1.8035 -0.3973 -5.1787 -0.04 0.02 0.01
H -3.2929 3.0070 0.7243 -0.01 0.01 0.01
H -1.3955 2.7825 -7.1956 0.00 0.00 -0.01
H -2.8613 -1.9292 0.0903 0.00 0.00 0.00
H 3.0065 1.8873 -3.5165 -0.03 0.00 0.01
```
Forces are in eV/Å.

Computed properties:
E_LUMO (spin up / spin down), eV: -6.5 / -10.1
Kohn-Sham gap (spin up / spin down), eV: 9.3 / 5.8
2S+1: 5
ΔE to the lowest compared entry with this formula, charge and spin, eV: 0.995
Total charge: +3

Here are the Löwdin charges for atoms 1 to 4, given in e: Pd 1.033; P 0.610; O -0.233; O 0.077

[3]
Computed, not measured: a 2-piece molecular cluster, NO5S overall at a distorted geometry, with the ωB97M-V functional and the def2-TZVPD basis.

The geometry in XYZ format:
```
7
Properties=species:S:1:pos:R:3:forces:R:3
S 1.6683 -0.0358 -0.0268 1.41 -1.00 0.96
O 1.9312 -1.1296 0.9098 -0.70 0.57 -0.03
O -1.5695 0.6137 0.1384 -0.28 0.04 -0.29
O 1.9093 -0.4268 -1.4001 -0.51 0.61 -0.42
O -3.3046 -0.6983 0.0419 0.72 1.20 -0.22
O 2.1257 1.2742 0.4202 -0.67 -0.22 -0.45
N -2.7604 0.4026 -0.0834 0.04 -1.21 0.44
```
Forces are in eV/Å.

Computed properties:
E_LUMO (spin up / spin down), eV: 2.6 / 0.8
Kohn-Sham gap (spin up / spin down), eV: 8.5 / 4.2
ΔE to the lowest compared entry with this formula, charge and spin, eV: 2.234
Total charge: -1

Here are the natural (NBO) charges for atoms 1 to 4, given in e: S 2.211; O -0.918; O -0.396; O -0.911